Here is a structure of composition C3H7BrClNO in a non-equilibrium geometry from the Open Molecules 2025 dataset. Energies are from ωB97M-V with the def2-TZVPD basis set.

```
14
C3H7BrClNO ωB97M-V with the def2-TZVPD basis set
C -1.68 1.14 0.06
C -0.52 -1.01 0.22
C -1.50 -0.34 -0.35
N 2.46 0.39 0.17
O -0.23 -2.32 -0.10
Cl 2.68 2.08 -0.01
Br 4.15 -0.47 -0.04
H -1.83 1.80 -0.93
H -0.65 1.55 0.49
H -2.57 1.17 0.68
H 0.17 -0.45 1.00
H 1.83 -0.04 -0.59
H -2.27 -0.55 -1.14
H -0.03 -2.95 0.55
```

Output
* ΔE to the lowest compared entry with this formula, charge and spin: 95.6 kJ/mol
* lowest unoccupied orbital energy: -0.3 eV
* highest occupied orbital energy: -9.20 eV
* F_max: 3.226 eV Å⁻¹
* energy: -3282.56642 hartree


Here is the ion C3H7BrN4 with charge +2 in a non-equilibrium geometry from the Open Molecules 2025 dataset. Energies are from ωB97M-V with the def2-TZVPD basis set.

```
15
C3H7BrN4 ωB97M-V with the def2-TZVPD basis set
C 0.00 -0.68 1.51
C -0.41 0.97 -0.37
C 1.35 -1.55 -0.32
N 0.09 0.27 -1.39
N 0.67 -1.66 0.88
N -0.29 0.52 1.01
N -1.03 2.11 -0.54
Br -0.42 0.18 -3.07
H -0.23 -1.01 2.45
H 1.59 -2.31 -1.20
H 1.85 -0.63 -0.61
H 0.35 -2.60 1.15
H -0.71 1.32 1.67
H -1.34 2.47 -1.40
H -1.48 2.59 0.22
```

Output
* charge: +2
* ΔE to the lowest compared entry with this formula, charge and spin: 381.1 kJ/mol
* lowest unoccupied orbital energy (spin up / spin down): -11.0 / -11.0 eV
* highest occupied orbital energy (spin up / spin down): -17.48 / -17.48 eV
* F_max: 4.813 eV Å⁻¹
* energy: -2910.74550 hartree


Here is a cluster of 2 separate species, C3H7BrNO in total in a non-equilibrium geometry from the Open Molecules 2025 dataset. Energies are from ωB97M-V with the def2-TZVPD basis set.

```
13
C3H7BrNO ωB97M-V with the def2-TZVPD basis set
Br 2.59 -0.71 2.49
C -1.13 0.46 1.24
C -0.86 0.36 -0.14
O -1.52 0.96 -0.99
N 0.27 -0.29 -0.39
C 0.76 -0.38 -1.70
H -0.32 0.81 2.08
H -1.52 -0.51 1.76
H -2.03 0.90 1.48
H 0.84 -0.48 0.51
H 1.58 -1.21 -1.96
H 1.35 0.50 -1.88
H -0.01 -0.41 -2.49
```

Output
* charge: -1
* ΔE to the lowest compared entry with this formula, charge and spin: 117.5 kJ/mol
* lowest unoccupied orbital energy: 3.7 eV
* highest occupied orbital energy: -4.16 eV
* F_max: 7.581 eV Å⁻¹
* energy: -2822.58748 hartree


Here is a cluster of 2 separate species, C3H7BrNS in total in a non-equilibrium geometry from the Open Molecules 2025 dataset. Energies are from ωB97M-V with the def2-TZVPD basis set.

```
13
C3H7BrNS ωB97M-V with the def2-TZVPD basis set
C 0.47 -2.10 0.77
C 0.53 0.85 -0.01
C 1.31 -0.01 -0.71
N 0.41 2.14 -0.29
S 1.52 -1.68 -0.39
Br -2.80 -0.30 -0.11
H -0.27 -1.46 1.21
H 0.51 -3.13 1.10
H -0.04 0.50 0.85
H 1.89 0.32 -1.56
H -4.19 -0.39 -0.02
H 0.90 2.54 -1.07
H -0.23 2.72 0.22
```

Output
* charge: +1
* ΔE to the lowest compared entry with this formula, charge and spin: 58.1 kJ/mol
* lowest unoccupied orbital energy (spin up / spin down): -5.8 / -5.8 eV
* highest occupied orbital energy (spin up / spin down): -13.32 / -13.32 eV
* F_max: 1.513 eV Å⁻¹
* energy: -3145.15613 hartree


Here is the molecule C3H7BrO in a non-equilibrium geometry from the Open Molecules 2025 dataset. Energies are from ωB97M-V with the def2-TZVPD basis set.

```
12
C3H7BrO ωB97M-V with the def2-TZVPD basis set
C 1.27 0.11 -0.62
C -0.13 0.70 -0.50
C -1.33 -0.34 0.38
O -0.03 1.37 -1.98
Br -1.47 1.96 -2.86
H 1.19 -0.61 -1.51
H 1.82 1.00 -0.73
H 1.37 -0.50 0.35
H -0.90 -0.09 1.31
H -0.12 1.63 -0.07
H -2.36 0.06 0.31
H -1.32 -1.27 -0.18
```

Output
* ΔE to the lowest compared entry with this formula, charge and spin: 384.1 kJ/mol
* lowest unoccupied orbital energy: 0.4 eV
* highest occupied orbital energy: -9.27 eV
* F_max: 5.681 eV Å⁻¹
* energy: -2767.60638 hartree


Here is a cluster of 2 separate species, C3H7BrS in total in a non-equilibrium geometry from the Open Molecules 2025 dataset. Energies are from ωB97M-V with the def2-TZVPD basis set.

```
12
C3H7BrS ωB97M-V with the def2-TZVPD basis set
C 1.17 -0.19 -0.76
C -1.02 -0.95 0.38
C 0.25 -0.19 0.39
S -1.32 2.26 0.14
Br 1.04 0.10 2.07
H 1.92 0.59 -0.68
H 0.62 -0.07 -1.70
H 1.70 -1.15 -0.80
H -1.53 -0.80 -0.57
H -1.67 -0.62 1.19
H -0.84 -2.03 0.50
H -0.31 3.05 -0.18
```

Output
* ΔE to the lowest compared entry with this formula, charge and spin: 254.1 kJ/mol
* lowest unoccupied orbital energy (spin up / spin down): -1.6 / -1.6 eV
* highest occupied orbital energy (spin up / spin down): -8.13 / -8.13 eV
* F_max: 2.006 eV Å⁻¹
* energy: -3090.61062 hartree


Here is a cluster of 2 separate species, C3H7Cl2P in total in a non-equilibrium geometry from the Open Molecules 2025 dataset. Energies are from ωB97M-V with the def2-TZVPD basis set.

```
13
C3H7Cl2P ωB97M-V with the def2-TZVPD basis set
C -0.10 -0.28 -1.01
C -1.50 -1.22 0.95
C -0.18 -0.69 0.41
P 1.12 -0.94 1.45
Cl -1.24 -2.36 2.21
Cl 0.85 2.01 2.65
H -0.55 -1.05 -1.52
H -0.73 0.44 -1.34
H 1.01 -0.18 -1.27
H -2.05 -0.37 1.41
H -2.07 -1.78 0.14
H 1.05 3.29 2.48
H 1.88 -0.10 0.64
```

Output
* ΔE to the lowest compared entry with this formula, charge and spin: 105.9 kJ/mol
* lowest unoccupied orbital energy: 0.3 eV
* highest occupied orbital energy: -8.84 eV
* F_max: 4.217 eV Å⁻¹
* energy: -1380.16589 hartree


Here is a structure of composition C3H7Cl6HgO in a non-equilibrium geometry from the Open Molecules 2025 dataset. Energies are from ωB97M-V with the def2-TZVPD basis set.

```
18
C3H7Cl6HgO ωB97M-V with the def2-TZVPD basis set
Hg 0.16 -0.19 -1.39
C 3.33 -1.57 -4.81
O 2.69 -0.53 -4.14
H 2.71 -2.13 -5.51
H 4.18 -1.15 -5.36
H 3.70 -2.35 -4.14
Cl 0.66 3.66 -1.72
Cl -0.86 -3.59 -0.86
C 1.65 -0.37 4.20
Cl -0.08 -0.32 4.58
Cl 1.79 -0.25 2.40
H 2.20 0.50 4.56
H 2.07 -1.30 4.57
C -4.94 1.81 1.58
Cl -3.29 1.27 1.10
Cl -5.11 3.62 1.61
H -5.62 1.48 0.79
H -5.25 1.42 2.54
```

Output
* charge: -1
* ΔE to the lowest compared entry with this formula, charge and spin: 574.2 kJ/mol
* lowest unoccupied orbital energy: -2.0 eV
* highest occupied orbital energy: -5.30 eV
* F_max: 1.726 eV Å⁻¹
* energy: -3108.16988 hartree


Here is the molecule C3H7ClN2 in a non-equilibrium geometry from the Open Molecules 2025 dataset. Energies are from ωB97M-V with the def2-TZVPD basis set.

```
13
C3H7ClN2 ωB97M-V with the def2-TZVPD basis set
C -1.45 1.15 1.54
C 0.86 -0.65 -0.44
C 0.93 -1.47 -1.65
H -1.64 0.33 2.19
H -1.18 2.03 2.11
H -2.35 1.48 1.02
H 0.45 1.36 1.14
H 1.71 -0.49 0.12
H -0.02 -1.99 -1.89
H 1.76 -2.24 -1.72
N -0.32 0.97 0.68
N -0.22 -0.09 -0.09
Cl 1.48 -0.38 -3.01
```

Output
* ΔE to the lowest compared entry with this formula, charge and spin: 209.0 kJ/mol
* lowest unoccupied orbital energy: 1.0 eV
* highest occupied orbital energy: -8.41 eV
* F_max: 2.745 eV Å⁻¹
* energy: -688.13720 hartree


Here is a cluster of 2 separate species, C3H7ClN2 in total in a non-equilibrium geometry from the Open Molecules 2025 dataset. Energies are from ωB97M-V with the def2-TZVPD basis set.

```
13
C3H7ClN2 ωB97M-V with the def2-TZVPD basis set
C -3.39 0.11 -0.83
C 1.52 -0.69 0.21
C -0.48 0.71 0.08
N -0.74 -1.62 0.11
N -0.02 -0.69 0.22
Cl -4.37 -0.04 0.49
H -3.12 -0.78 -1.40
H 1.80 0.00 1.09
H 1.79 -1.67 0.24
H 1.96 -0.35 -0.65
H -0.59 1.28 0.96
H 0.03 1.38 -0.50
H -1.59 0.79 -0.15
```

Output
* ΔE to the lowest compared entry with this formula, charge and spin: 723.3 kJ/mol
* lowest unoccupied orbital energy (spin up / spin down): -0.5 / -0.5 eV
* highest occupied orbital energy (spin up / spin down): -7.98 / -7.97 eV
* F_max: 4.331 eV Å⁻¹
* energy: -687.94129 hartree


Q: Among the records above, which one has the highest energy?
A: number 10


Q: The lowest ΔE to the lowest compared entry with this formula, charge and spin belongs to which entry?
A: C3H7BrNS